1.
The following is a DFT calculation (the ωB97M-V functional and the def2-TZVPD basis) of C25H28BN7O2Re as an isolated structure.

XYZ file:
```
64
Properties=species:S:1:pos:R:3:forces:R:3:mulliken_spin:R:1
C 3.2534 -0.8307 -0.6077 0.519 -0.052 -0.142 0.0282
C 1.7435 -3.1989 3.3961 0.140 0.881 -0.065 0.0384
C -2.7438 -1.5188 -4.2798 0.413 -0.773 1.105 0.0397
H 2.2843 -0.2707 -0.7448 0.637 -0.002 0.215 0.0385
C 0.7543 -4.9712 2.0513 -0.123 -0.040 -0.070 0.0172
H -2.1070 -0.9512 4.0137 0.247 -0.125 -0.041 -0.0003
C 0.7035 -2.7053 1.2902 -0.056 1.205 -0.579 0.0094
C -1.1104 -1.1002 3.5929 -0.512 -0.167 0.180 -0.0226
H -0.0471 -4.3334 0.1229 0.136 -0.107 0.341 0.0020
H -1.2255 2.0438 0.7481 0.033 0.063 0.065 0.0056
C -2.1579 3.4469 -2.0906 0.638 -0.618 -0.335 0.0716
C -2.1642 3.4965 -0.6989 0.423 -0.780 1.004 0.0332
H -2.7246 0.9416 4.9687 0.099 0.131 -0.241 -0.0013
H -1.2354 -1.6418 2.6463 -0.027 0.027 0.281 0.0126
H -1.0197 3.5536 3.5372 0.218 -0.163 -0.024 -0.0061
C -0.4688 2.6297 3.3546 -0.320 0.184 0.136 0.2462
Re 0.0878 0.0424 -1.5684 0.245 -2.180 -0.255 1.9655
H -0.5466 -1.7368 4.2859 -0.097 0.104 -0.155 0.0109
H -1.7977 -2.5677 -2.5079 -0.065 0.081 -0.244 -0.0042
N 1.1080 0.8349 -3.0917 -1.094 0.448 0.330 -0.1180
C 0.3922 -1.7709 0.2369 0.267 -0.862 0.793 0.0037
N -1.4410 2.3944 -2.4907 0.338 -0.278 0.843 -0.0020
B -1.1162 1.8228 -3.8953 -0.261 0.230 -0.192 0.0282
O -0.0324 -0.5838 0.5186 -0.141 1.410 -2.346 0.0200
H -3.2280 0.9254 3.2709 0.219 0.047 0.165 -0.0014
C -1.9433 -1.7080 -3.1529 -0.293 0.402 -0.889 -0.0233
N 1.6727 -0.8804 2.6980 -0.395 1.454 0.307 0.3185
H 1.3662 3.6258 2.7731 -0.118 -0.220 0.092 0.0030
C -1.4343 2.4017 -0.2481 -0.423 0.609 -0.959 -0.0149
O 0.5525 -2.0358 -1.0157 -1.101 1.894 -0.605 -0.0042
C -0.4402 0.2086 3.3639 -1.170 0.140 -0.028 0.1358
H 2.6731 -0.7315 2.8240 -0.149 0.089 -0.089 -0.0163
H 1.6957 -5.2664 3.9796 -0.046 0.217 -0.292 0.0005
H 2.5862 1.4740 2.3876 -0.277 0.180 0.159 -0.0002
N -1.6873 0.3949 -3.8953 0.195 -0.710 0.650 -0.0034
C 1.3007 2.1700 -4.8669 -1.677 -0.210 0.750 -0.0814
H -2.6024 4.1092 -2.8245 -0.001 -0.017 0.100 -0.0010
H 0.4951 -6.0203 1.9121 0.143 0.240 0.119 0.0001
C 2.4438 0.9082 -3.4213 0.116 0.974 -1.117 0.0342
H 0.9301 2.8273 -5.6390 0.204 0.079 -0.198 0.0024
H 3.3553 -1.5983 -1.3881 -0.163 0.238 0.254 -0.0011
H 3.4968 2.0040 -5.0304 0.120 -0.032 -0.078 -0.0002
C 0.4254 -4.0491 1.0638 0.290 -0.595 0.323 0.0065
H -3.3870 -2.2507 -4.7330 -0.099 -0.134 -0.021 0.0010
C 1.3281 -2.2336 2.4734 -0.064 -1.398 0.644 -0.0569
C 0.8966 0.2555 2.9148 1.163 -1.597 -0.065 0.2042
H -2.9954 0.3564 -5.5286 0.026 -0.195 0.084 -0.0007
H -2.6364 4.2370 -0.0828 -0.149 0.135 0.075 0.0015
C 1.5445 1.4855 2.7187 0.431 1.545 -0.019 0.0806
H 4.1108 -0.1424 -0.6564 -0.472 -0.036 -0.046 0.0006
H 2.3078 -2.8661 4.2750 -0.294 -0.264 -0.241 -0.0039
C 2.5793 1.7405 -4.5334 1.183 -1.275 1.401 -0.0958
C -2.5726 1.4297 3.9958 -0.209 0.195 0.095 -0.0040
N -0.9615 1.7130 -1.3441 -0.285 0.929 -0.545 0.0340
N -1.2557 -0.5359 -2.9032 -0.598 0.713 -0.975 0.0075
H -2.9314 2.4615 4.0906 0.101 -0.259 0.032 -0.0030
H -1.5284 2.5188 -4.7888 0.059 -0.345 0.404 0.0018
C -1.1253 1.4156 3.5628 -0.382 -0.741 0.105 0.0063
H 3.2736 -1.3134 0.3756 -0.262 0.112 -0.267 0.0049
H 3.1654 0.3661 -2.8340 0.160 0.038 -0.154 0.0017
N 0.4160 1.6481 -4.0161 0.774 -0.062 0.204 -0.0177
C 0.8615 2.6736 2.9316 1.303 -0.609 -0.422 0.0059
C -2.5614 -0.2021 -4.7036 0.644 0.236 0.657 0.0737
C 1.4244 -4.5414 3.2075 -0.161 -0.386 -0.215 -0.0122
```
Positions in Å, forces in eV/Å.

**Total charge**: +4
**LUMO (alpha / beta)**: -16.4 / -15.5 eV
**2S+1**: 4

---

2.
The following is a DFT calculation (the ωB97M-V functional and the def2-TZVPD basis) of C25H28Cl4FN2O3SZr as an isolated structure.

XYZ file:
```
65
Properties=species:S:1:pos:R:3:forces:R:3:lowdin_charge:R:1
F -1.9195 -1.6080 -0.2717 0.275 -0.397 0.178 -0.0585
H 4.3602 0.5269 -2.1923 0.000 -0.015 0.017 0.1032
H 1.9133 -1.5453 4.1438 -0.029 -0.005 -0.010 0.0756
C -0.0236 -4.7075 -0.2748 0.155 -0.001 -0.007 -0.1121
C 4.5545 0.7992 -0.0867 0.063 -0.010 0.082 -0.0838
H -0.0493 0.1353 2.6994 -0.109 -0.013 0.002 0.0518
H 1.5236 0.3390 -4.4971 0.024 -0.003 0.022 0.0747
H 1.5890 1.5981 -3.2489 -0.051 0.131 -0.011 0.0459
H 5.5863 1.1251 -0.1373 -0.014 0.039 -0.025 0.0956
H 1.9567 -2.0761 -3.8557 0.023 -0.008 -0.021 0.0780
H 1.2874 -1.9683 2.5456 -0.033 -0.024 -0.037 0.0671
C 3.8622 0.4620 -1.2320 0.009 0.037 -0.107 -0.0464
C 0.4252 -1.8924 -0.0682 0.054 -0.956 0.086 -0.2637
C 2.5410 0.0408 -1.1840 -0.199 -0.004 0.161 -0.1478
N -1.7317 0.0875 -2.4337 -0.145 0.277 -0.001 -0.0334
H -1.3636 1.0544 -2.4127 -0.090 -0.128 -0.328 -0.1019
C 1.2627 -4.1842 -0.2105 -0.093 -0.173 0.021 -0.1011
N 0.5400 -0.5505 0.1081 0.443 -0.143 0.267 -0.1119
Cl -5.0038 2.8369 -1.9257 -0.088 -0.030 -0.066 0.6843
C 2.4850 -1.7244 -2.9659 -0.043 -0.039 0.026 -0.0551
H 2.8840 0.5121 3.3033 0.032 -0.017 -0.032 0.1164
H 3.5410 -1.6054 -3.2214 0.015 0.035 -0.027 0.0775
H 3.0330 -1.9266 2.8253 -0.024 -0.043 0.011 0.0787
H 3.0829 0.8421 -3.8308 -0.045 -0.023 -0.053 0.0647
C -0.8425 -2.4828 -0.1986 0.149 0.007 -0.134 -0.1857
C 2.0330 0.6644 -3.5854 -0.102 -0.026 0.178 -0.0743
C -1.0966 -3.8252 -0.2721 -0.114 -0.003 -0.045 -0.0281
C 2.1184 0.0401 2.6809 -0.166 -0.110 -0.093 -0.3660
Cl -3.3576 6.6039 1.6175 0.000 0.070 0.015 0.6415
C 2.6051 0.2388 1.2462 -0.222 0.058 -0.038 -0.1278
H -5.1434 -0.8216 2.0765 0.015 -0.010 0.011 0.0804
C 2.0848 -1.4421 3.0691 0.099 0.088 -0.014 -0.0592
C -4.0729 3.3187 -0.5551 0.096 -0.098 0.004 -0.6152
H 2.1136 -4.8547 -0.2346 0.003 0.004 0.019 0.1013
Zr -1.2567 0.6464 0.0849 2.755 1.111 -2.537 1.4224
H -4.5355 -1.2025 0.4523 0.022 0.002 0.000 0.0779
C 1.8811 -0.0430 0.0664 0.461 -0.308 -0.035 -0.1979
H -3.1509 0.2831 1.3881 -0.597 -0.099 0.607 0.0026
C -4.1061 4.6321 -0.0761 0.086 -0.045 0.044 -0.7083
H 2.4988 -2.4438 -0.0345 -0.015 -0.036 0.063 0.1180
O -3.2096 1.0863 -0.3309 -1.190 0.180 -0.304 -0.3184
C -2.4362 2.7408 1.1379 -0.893 0.461 0.066 -0.4702
H -2.1214 -4.1691 -0.3309 -0.001 0.036 -0.042 0.1161
C 1.8888 -0.3946 -2.4874 0.124 0.060 -0.042 -0.3709
C -3.3142 4.9919 1.0028 -0.011 -0.086 -0.032 -0.7059
H 2.4053 -2.4917 -2.1956 0.046 0.050 -0.259 0.0481
O -3.0937 -0.5845 1.8252 -0.082 0.100 0.199 -0.1728
O -1.6896 1.7777 1.6739 -0.267 0.500 0.893 -0.3161
C 1.4889 -2.8244 -0.1079 -0.240 0.205 0.282 -0.0536
Cl -5.1453 5.7904 -0.8211 -0.052 0.057 -0.052 0.6404
H 4.4627 0.9230 2.0421 0.004 -0.011 -0.014 0.1040
S -0.3382 2.5004 -1.0626 0.100 -0.855 0.450 0.0684
Cl -1.4472 4.4610 2.9181 0.033 0.015 0.087 0.6968
C -4.3053 -1.2516 1.5200 0.048 -0.165 -0.056 -0.1459
H -4.1911 -2.2962 1.8098 -0.008 0.004 -0.003 0.0780
C 0.8023 0.7239 3.0324 0.183 0.062 -0.087 -0.0692
H -1.4029 -0.3539 -3.2833 0.189 -0.167 0.126 0.0393
H -0.1895 -5.7740 -0.3341 -0.013 0.002 -0.006 0.0905
H 0.7531 1.7150 2.5851 -0.147 0.040 -0.005 0.0773
H -2.7421 0.1572 -2.4883 -0.045 0.006 -0.002 0.0268
H 0.7109 0.8367 4.1146 -0.026 -0.032 0.019 0.0842
C -3.2596 2.3687 0.0365 -0.474 0.510 0.640 -0.4528
H 0.8271 -0.5400 -2.2984 -0.052 0.021 0.023 0.0942
C -2.4831 4.0427 1.6066 0.107 -0.115 -0.050 -0.6160
C 3.9209 0.6818 1.1339 0.064 0.028 -0.024 -0.0520
```
Positions in Å, forces in eV/Å.

**Total charge**: -1
**LUMO**: 2.5 eV

---

3.
The following is a DFT calculation (the ωB97M-V functional and the def2-TZVPD basis) of C25H28F4N6OV as an isolated structure.

XYZ file:
```
65
Properties=species:S:1:pos:R:3:forces:R:3:mulliken_spin:R:1
H 1.5189 -2.8505 1.5865 -0.004 -0.034 -0.030 0.0003
N 0.9647 0.8514 -1.7264 0.173 -0.090 -0.087 -0.0112
C -1.4129 4.5525 0.1507 0.674 -0.087 0.230 0.0019
N -0.1493 -1.4539 0.1017 0.962 -1.060 0.113 -0.0514
H 1.6363 1.6388 0.9049 0.004 -0.151 0.046 0.0110
C -0.5296 3.5236 0.2633 0.096 0.944 0.285 0.0153
H 1.6520 0.0033 1.1800 0.334 -0.022 -0.146 -0.0218
F -4.2856 -0.9402 2.2765 0.180 -0.038 -0.086 0.0002
C -3.8188 -3.0990 1.4459 0.436 0.165 -0.161 -0.0075
C 0.6939 2.6002 4.5057 0.000 -0.015 0.036 0.0022
H 0.8835 3.5787 4.9201 0.036 0.054 0.070 0.0000
C -4.8212 0.2740 -3.0934 0.039 0.135 0.057 -0.0058
H 3.9486 -0.4985 2.5872 0.018 -0.008 0.072 -0.0002
H -4.5657 3.4568 -2.0255 -0.072 0.132 0.025 0.0008
V -0.4458 0.3663 -0.1598 1.538 1.615 1.279 2.0613
C -4.3014 2.4179 -2.1521 -0.004 -0.127 0.015 -0.0057
H 2.6232 -1.5457 3.1117 0.032 -0.014 0.026 0.0002
H -0.4841 -0.4457 5.3492 -0.026 -0.056 0.006 0.0001
C 2.0332 -2.4991 0.6896 -0.167 0.031 -0.360 -0.0066
C -2.9161 -3.8965 0.7606 -0.081 0.258 0.162 0.0042
N -1.0408 2.4040 -0.3191 -0.654 -0.029 -0.033 -0.0152
H 3.4530 -1.0036 -0.9434 0.016 -0.009 -0.075 -0.0005
C 0.9838 -2.2002 -0.3970 0.582 -0.480 0.209 0.0030
H -1.3594 5.5634 0.4960 -0.025 0.199 0.033 0.0002
H 0.4393 3.5433 0.7213 0.036 0.012 0.098 -0.0002
C -3.1279 1.9158 -1.5810 -0.169 -1.043 -0.322 0.0199
C 3.8626 -1.0461 0.0644 -0.091 0.086 -0.007 0.0014
H 1.9645 0.7893 -1.5457 -0.088 -0.035 -0.122 0.0059
N 1.0634 0.8655 1.2422 0.363 0.694 0.055 -0.0046
H 1.4799 3.1295 2.5952 0.022 0.060 -0.050 -0.0003
H -5.4792 -0.3515 -3.6767 -0.062 -0.079 -0.030 -0.0004
O -1.6567 0.0897 -1.3997 -0.615 -1.026 -1.730 -0.0290
H 4.3303 -0.0907 0.2940 0.081 0.093 -0.035 -0.0003
F -0.9210 -4.3049 -0.3718 -0.074 0.065 0.140 -0.0004
C -3.4554 -1.7775 1.6441 -0.012 -0.059 -0.067 0.0088
C -0.0756 0.3448 4.7364 0.000 0.024 0.058 0.0043
H 0.6932 -3.1514 -0.8414 0.019 0.227 -0.083 0.0034
F -3.2415 -5.1645 0.5018 0.133 0.077 0.018 0.0003
C -3.6685 -0.2527 -2.5633 0.478 0.122 0.345 0.0184
H -3.4078 -1.2917 -2.7085 0.055 -0.048 -0.033 0.0002
N 2.8093 -1.3061 1.0380 0.038 -0.224 0.059 -0.0028
H 2.6942 -3.3062 0.3406 -0.001 -0.001 0.085 -0.0007
H -0.0897 1.7890 6.3227 -0.038 -0.008 0.052 -0.0001
H -4.7585 -3.4884 1.7965 -0.121 -0.022 0.020 -0.0003
C -2.2368 2.7441 -0.8072 -0.078 0.371 -0.112 0.0178
C -1.6866 -3.4294 0.3139 0.090 0.340 -0.049 -0.0082
C 0.7565 1.1098 2.6129 -0.112 0.171 0.856 0.0201
C -2.2438 -1.3055 1.1820 -0.093 -0.743 -0.025 0.0366
H 0.0512 -0.8833 2.9804 -0.048 -0.018 -0.011 -0.0012
H -3.3172 4.5552 -0.7583 -0.039 -0.029 -0.054 -0.0005
N -2.4800 4.0504 -0.5286 -0.024 -0.516 -0.093 0.0042
C 1.0129 2.3503 3.1836 -0.015 -0.044 -0.222 -0.0123
C -1.2710 -2.0845 0.5085 -1.685 -0.980 0.720 -0.0401
F -1.9381 0.0277 1.3664 0.049 0.013 -0.099 0.0021
H 0.7431 0.2487 -2.5162 0.085 0.059 -0.012 0.0031
H 4.1066 -2.2583 2.4324 0.013 -0.024 0.006 0.0000
C 0.1470 1.5984 5.2866 -0.025 -0.018 0.094 -0.0011
C 3.4059 -1.4176 2.3653 -0.015 0.016 0.101 -0.0008
C -5.1348 1.6171 -2.9013 -0.076 0.136 0.002 0.0115
H 4.6422 -1.8164 0.0804 -0.009 -0.072 0.000 -0.0002
H 1.4491 -1.6026 -1.1830 0.088 -0.136 -0.066 -0.0141
H 0.7591 1.8072 -2.0138 0.038 -0.124 -0.012 0.0060
H -6.0281 2.0313 -3.3414 -0.069 0.047 -0.010 0.0007
C -2.7802 0.5523 -1.8156 -2.180 1.324 -0.858 -0.0101
C 0.2225 0.0980 3.4079 0.067 -0.003 -0.292 -0.0117
```
Positions in Å, forces in eV/Å.

**Total charge**: +1
**LUMO (alpha / beta)**: -2.5 / -2.5 eV
**2S+1**: 3

---

Computed max |F|, in the same sequence as the records: 2.7; 3.9; 2.7 eV Å⁻¹.
Computed energy, in the same sequence as the records: -1604.79702; -3690.78814; -2716.58959 Ha.